[1]
ORCA calculation (wB97M-V/def2-TZVPD) on one molecule with the formula C6H10.

Structure (XYZ):
```
16
C6H10 wB97M-V/def2-TZVPD
C 0.77 2.05 0.49
C 1.37 1.35 -0.49
C 1.00 0.05 -1.10
C -0.17 -0.61 -1.09
C -1.27 -0.51 -0.07
C -0.86 -1.48 1.04
H -0.09 1.73 1.08
H 1.16 3.04 0.73
H 2.24 1.80 -0.98
H 1.81 -0.42 -1.67
H -0.22 -1.56 -1.63
H -2.23 -0.78 -0.50
H -1.40 0.50 0.33
H -0.13 -0.98 1.69
H -0.30 -2.29 0.55
H -1.68 -1.91 1.63
```

Results
SMILES string: C=C/C=C\CC
HOMO level, hartree: -0.320
M, g mol⁻¹: 82.1
Net charge: 0
Spin multiplicity: 1
Calculated total energy, eV: -6382.5666
Energy above the lowest of the compared OMol25 structures with the same formula, charge and spin, kJ/mol: 124.7

Atomic partial charges in e from the Mulliken method, atoms 1 to 4:
1 C -0.737
2 C 0.040
3 C -0.356
4 C -0.301

---

[2]
ORCA calculation (wB97M-V/def2-TZVPD) on one molecule with the formula C12H15N3O2S.

Structure (XYZ):
```
33
C12H15N3O2S wB97M-V/def2-TZVPD
C -2.07 -2.41 -0.56
C -3.00 -1.21 -0.72
C -3.65 -0.85 0.60
C -2.25 0.00 -1.31
N -1.22 0.50 -0.43
C -1.30 1.67 0.20
O -2.21 2.47 0.06
C -0.14 1.97 1.16
O 0.86 0.96 1.16
C 1.96 1.16 0.44
N 2.13 2.29 -0.23
C 3.26 2.44 -0.92
N 4.24 1.59 -1.03
C 4.08 0.45 -0.36
S 5.22 -0.85 -0.34
C 4.18 -1.76 0.70
C 3.03 -1.13 1.02
C 2.94 0.15 0.41
H -1.56 -2.65 -1.49
H -2.63 -3.29 -0.25
H -1.31 -2.22 0.20
H -3.78 -1.48 -1.44
H -4.25 -1.68 0.97
H -4.30 0.02 0.49
H -2.90 -0.61 1.35
H -2.95 0.82 -1.46
H -1.80 -0.28 -2.27
H -0.46 -0.12 -0.21
H -0.54 2.03 2.17
H 0.30 2.93 0.88
H 3.36 3.38 -1.45
H 4.50 -2.74 1.02
H 2.26 -1.54 1.65
```

Results
SMILES string: CC(C)CNC(=O)COc1ncnc2sccc12
HOMO level, hartree: -0.329
M, g mol⁻¹: 265.3
Net charge: 0
Spin multiplicity: 1
Calculated total energy, eV: -32088.8437
Energy above the lowest of the compared OMol25 structures with the same formula, charge and spin, kJ/mol: 65.4

Atomic partial charges in e from the Mulliken method, atoms 1 to 4:
1 C -1.534
2 C 0.804
3 C -1.439
4 C -1.234

---

[3]
ORCA calculation (wB97M-V/def2-TZVPD) on a 2-piece molecular cluster, C6H12SSi overall.

Structure (XYZ):
```
20
C6H12SSi wB97M-V/def2-TZVPD
C 0.62 -0.55 1.96
C 0.03 -0.88 0.85
C -0.58 -1.17 -0.25
C -0.41 -2.44 -1.03
S -1.75 -0.04 -1.03
C -2.04 1.13 0.24
C -3.09 1.94 0.25
H 1.57 -0.05 1.96
H 0.20 -0.80 2.92
H -0.26 -2.21 -2.08
H 0.44 -3.00 -0.65
H -1.31 -3.05 -0.94
H -1.28 1.13 1.01
H -3.23 2.65 1.04
H -3.83 1.91 -0.54
Si 2.98 1.08 -0.75
H 2.58 -0.32 -0.72
H 3.78 1.38 0.44
H 3.79 1.34 -1.94
H 1.80 1.94 -0.75
```

Results
SMILES string: C=C=C(C)SC=C.[SiH4]
HOMO level, hartree: -0.297
M, g mol⁻¹: 144.3
Net charge: 0
Spin multiplicity: 1
Calculated total energy, eV: -25126.1245
Energy above the lowest of the compared OMol25 structures with the same formula, charge and spin, kJ/mol: 229.9

Atomic partial charges in e from the Mulliken method, atoms 1 to 4:
1 C -0.786
2 C -0.279
3 C 1.011
4 C -1.408

---

Repeat the first record exactly.
ORCA calculation (wB97M-V/def2-TZVPD) on one molecule with the formula C6H10.

Structure (XYZ):
```
16
C6H10 wB97M-V/def2-TZVPD
C 0.77 2.05 0.49
C 1.37 1.35 -0.49
C 1.00 0.05 -1.10
C -0.17 -0.61 -1.09
C -1.27 -0.51 -0.07
C -0.86 -1.48 1.04
H -0.09 1.73 1.08
H 1.16 3.04 0.73
H 2.24 1.80 -0.98
H 1.81 -0.42 -1.67
H -0.22 -1.56 -1.63
H -2.23 -0.78 -0.50
H -1.40 0.50 0.33
H -0.13 -0.98 1.69
H -0.30 -2.29 0.55
H -1.68 -1.91 1.63
```

Results
SMILES string: C=C/C=C\CC
HOMO level, hartree: -0.320
M, g mol⁻¹: 82.1
Net charge: 0
Spin multiplicity: 1
Calculated total energy, eV: -6382.5666
Energy above the lowest of the compared OMol25 structures with the same formula, charge and spin, kJ/mol: 124.7

Atomic partial charges in e from the Mulliken method, atoms 1 to 4:
1 C -0.737
2 C 0.040
3 C -0.356
4 C -0.301